i) {"formula": "C6H12OS", "method": "the ωB97M-V functional and the def2-TZVPD basis", "smiles": "CCS/C=C(\\C)CO", "homo_ev": -8.02, "homo_lumo_gap_ev": 8.88, "symbols": ["C", "C", "C", "C", "C", "C", "H", "H", "H", "H", "H", "H", "H", "H", "H", "H", "H", "H", "O", "S"], "coordinates": [[3.381, -0.433, 0.866], [2.645, -0.534, -0.432], [-0.151, -0.333, -0.125], [-1.312, 0.197, 0.284], [-1.659, 1.642, 0.457], [-2.368, -0.861, 0.554], [4.362, -0.947, 0.781], [2.860, -0.788, 1.754], [3.748, 0.541, 1.104], [2.298, -1.537, -0.571], [3.288, -0.235, -1.293], [0.042, -1.420, -0.175], [-2.645, 1.811, -0.088], [-0.960, 2.319, -0.050], [-1.804, 1.912, 1.493], [-2.885, -0.670, 1.503], [-1.961, -1.853, 0.644], [-2.856, -0.964, -1.334], [-3.327, -0.788, -0.484], [1.244, 0.629, -0.595]], "lowdin_charge": [-0.1848, -0.5415, -0.4133, -0.3695, -0.0604, -0.2515, 0.0810, 0.0755, 0.0531, 0.0576, 0.0757, 0.0840, 0.1062, 0.0602, 0.0778, 0.1253, 0.1016, 0.1109, -0.0741, 0.8861]}


ii) {"formula": "C6H12OS", "method": "the ωB97M-V functional and the def2-TZVPD basis", "smiles": "C[C@](S)(CO)C1CC1", "homo_ev": -9.34, "homo_lumo_gap_ev": 10.05, "symbols": ["C", "C", "C", "C", "C", "C", "H", "H", "H", "H", "H", "H", "H", "H", "H", "H", "H", "H", "O", "S"], "coordinates": [[1.152, 1.348, 1.130], [0.198, 0.365, 0.411], [0.508, -1.059, 0.891], [0.423, 0.567, -1.045], [-0.159, -0.320, -2.076], [1.303, -0.256, -1.868], [2.188, 1.144, 0.827], [0.907, 2.381, 0.857], [1.077, 1.274, 2.218], [-1.550, 0.409, 2.147], [1.555, -1.318, 0.667], [0.420, -1.081, 2.014], [-1.203, -1.880, 0.510], [0.572, 1.622, -1.295], [-0.577, 0.120, -2.968], [-0.659, -1.217, -1.721], [1.762, -1.103, -1.411], [1.900, 0.190, -2.659], [-0.288, -2.086, 0.318], [-1.540, 0.767, 0.851]], "lowdin_charge": [-0.0981, -0.7779, -0.2814, -0.3570, -0.1045, -0.1135, 0.0944, 0.0812, 0.0773, -0.1204, 0.1263, 0.1274, 0.0576, 0.1455, 0.1039, 0.1006, 0.0935, 0.1120, -0.0776, 0.8110]}


Which is most stable? The ranking, best first, is i), ii).


i) {"formula": "C3H4N2S", "method": "the ωB97M-V functional and the def2-TZVPD basis", "charge": 2, "homo_ev": [-21.11, -20.13], "homo_lumo_gap_ev": [8.44, 6.38], "symbols": ["C", "C", "C", "N", "N", "S", "H", "H", "H", "H"], "coordinates": [[-1.960, 0.289, -1.007], [-0.116, 0.201, -0.377], [0.914, -0.910, 1.812], [-1.289, -0.215, -0.058], [0.061, 0.972, -1.523], [-1.410, 1.174, -2.315], [1.720, -1.404, 1.410], [0.031, -1.523, 2.129], [1.146, 0.145, 1.866], [0.902, 1.269, -1.936]], "lowdin_charge": [-0.1794, -0.0323, 0.5634, 0.0946, -0.1756, 1.3130, 0.0602, 0.1366, 0.0906, 0.1290]}


ii) {"formula": "C3H4N2S", "method": "the ωB97M-V functional and the def2-TZVPD basis", "charge": 2, "homo_ev": [-22.24, -22.28], "homo_lumo_gap_ev": [5.89, 7.19], "symbols": ["C", "C", "C", "N", "N", "S", "H", "H", "H", "H"], "coordinates": [[0.238, -0.487, -2.271], [-0.159, -0.080, -0.179], [-0.815, 0.180, 1.151], [-0.828, -0.457, -1.230], [1.215, 0.001, -0.350], [1.793, -0.387, -1.848], [-2.037, 0.118, 0.971], [-0.633, 1.252, 1.461], [-0.704, -0.537, 1.862], [1.928, 0.398, 0.433]], "lowdin_charge": [0.0878, -0.3633, 0.0680, 0.2408, -0.1139, 1.3836, 0.2065, 0.1449, 0.0726, 0.2731]}


Which is most stable? The ranking, best first, is ii), i).


i) {"formula": "C3H7N4O", "method": "the ωB97M-V functional and the def2-TZVPD basis", "charge": 1, "homo_ev": -13.95, "homo_lumo_gap_ev": 8.53, "symbols": ["C", "C", "C", "N", "N", "N", "N", "O", "H", "H", "H", "H", "H", "H", "H"], "coordinates": [[-2.212, 0.272, 0.349], [-1.968, 0.994, -0.763], [0.562, 1.318, -0.649], [-0.937, 0.120, 0.790], [-0.555, 0.929, -0.296], [0.903, -1.810, 0.597], [1.822, 1.223, -0.558], [2.561, 0.434, -1.190], [-3.144, -0.123, 0.934], [-2.230, 1.632, -1.556], [-0.373, -0.702, 0.911], [1.600, -1.517, -0.030], [1.387, -2.298, 1.377], [2.261, 2.068, -0.115], [0.323, -2.539, 0.200]], "lowdin_charge": [-0.0464, 0.0837, 0.1012, 0.0908, -0.0056, 0.0502, -0.0410, 0.0473, 0.1800, 0.1092, 0.0526, 0.0036, 0.0854, 0.2253, 0.0635]}


ii) {"formula": "C3H7N4O", "method": "the ωB97M-V functional and the def2-TZVPD basis", "charge": 1, "smiles": "N[C@H]1NC(=O)NC=[NH+]1", "homo_ev": -14.48, "homo_lumo_gap_ev": 10.26, "symbols": ["C", "C", "C", "N", "N", "N", "N", "O", "H", "H", "H", "H", "H", "H", "H"], "coordinates": [[1.303, 0.031, -0.805], [-0.120, 1.766, 0.112], [-0.748, -0.967, -0.069], [1.214, 1.208, -0.269], [-1.054, 0.819, 0.231], [0.398, -0.904, -0.908], [-0.638, -1.708, 1.060], [-0.177, 2.971, 0.122], [2.180, -0.140, -1.463], [-1.779, -1.082, -0.616], [1.901, 1.896, -0.326], [-1.789, 0.985, 0.816], [0.706, -1.855, -1.213], [0.082, -1.399, 1.775], [-1.477, -1.622, 1.552]], "lowdin_charge": [-0.0747, -0.5006, -0.2551, 0.2057, 0.1840, 0.1149, 0.1194, 0.1385, 0.1870, 0.1973, 0.1494, 0.0874, 0.2026, 0.1588, 0.0852]}


Which is most stable? The ranking, best first, is ii), i).


i) {"formula": "C6H19N4", "method": "the ωB97M-V functional and the def2-TZVPD basis", "charge": 1, "smiles": "CCCN[N+](N)(N)CCC", "homo_ev": -13.81, "homo_lumo_gap_ev": 11.17, "symbols": ["C", "C", "C", "C", "C", "C", "N", "N", "N", "N", "H", "H", "H", "H", "H", "H", "H", "H", "H", "H", "H", "H", "H", "H", "H", "H", "H", "H", "H"], "coordinates": [[-3.728, 0.924, -0.077], [3.189, 1.512, -0.222], [-2.234, 0.622, -0.284], [2.075, 0.915, 0.775], [-1.786, -0.686, 0.320], [1.944, -0.681, 0.743], [0.472, -0.373, -1.305], [0.634, -2.426, -0.274], [-0.473, -0.678, 0.832], [0.574, -1.024, 0.021], [-4.322, 0.027, -0.337], [-3.853, 1.240, 0.963], [-3.888, 1.874, -0.735], [4.312, 1.449, 0.019], [3.052, 0.967, -1.210], [2.839, 2.544, -0.357], [-1.568, 1.309, 0.279], [-2.141, 0.709, -1.323], [1.121, 1.399, 0.560], [2.305, 1.180, 1.763], [-2.444, -0.725, 1.114], [-1.863, -1.611, -0.244], [2.798, -1.118, 0.116], [1.949, -1.232, 1.698], [-0.393, -0.691, -1.768], [1.261, -0.663, -1.950], [-0.361, -2.901, -0.411], [1.015, -2.848, 0.516], [-0.193, 0.016, 1.570]], "lowdin_charge": [-0.0894, -0.0799, -0.2635, -0.1989, -0.2265, -0.0357, 0.1410, 0.1109, -0.0174, -0.3699, 0.0896, 0.0739, 0.1174, 0.1027, 0.0672, 0.0698, 0.1210, 0.0755, 0.0858, 0.0796, 0.1058, 0.1189, 0.1501, 0.1291, 0.0999, 0.1375, 0.1679, 0.0639, 0.1734]}


ii) {"formula": "C6H19N4", "method": "the ωB97M-V functional and the def2-TZVPD basis", "charge": 1, "homo_ev": -14.02, "homo_lumo_gap_ev": 11.40, "symbols": ["C", "C", "C", "C", "C", "C", "N", "N", "N", "N", "H", "H", "H", "H", "H", "H", "H", "H", "H", "H", "H", "H", "H", "H", "H", "H", "H", "H", "H"], "coordinates": [[2.986, -0.006, 1.441], [2.076, -1.450, -0.557], [2.536, 1.033, -0.917], [0.681, 0.542, 0.454], [2.128, -0.051, 0.123], [-3.497, 0.058, 0.112], [-4.817, -0.101, 0.207], [-2.604, -1.320, -0.220], [-2.798, 1.105, 0.207], [-0.383, 0.475, -0.598], [3.897, -0.437, 1.147], [2.967, 1.076, 1.605], [2.595, -0.668, 2.151], [1.243, -1.612, -1.367], [1.802, -2.188, 0.127], [3.112, -1.575, -0.936], [2.107, 0.723, -1.774], [2.263, 2.097, -0.530], [3.664, 1.047, -1.173], [0.711, 1.548, 0.589], [0.352, 0.011, 1.295], [-5.213, 0.644, 0.746], [-5.225, -0.700, -0.457], [-3.294, -2.064, -0.296], [-2.145, -1.656, 0.618], [-1.230, 1.006, -0.125], [-3.335, 1.976, 0.228], [-0.007, 0.980, -1.383], [-0.572, -0.491, -0.717]], "lowdin_charge": [-0.0012, -0.0357, -0.0670, -0.1393, -0.5345, -0.4273, 0.1626, 0.0678, 0.0903, 0.1529, 0.0708, 0.1004, 0.0673, 0.1141, 0.0507, 0.1044, 0.0214, 0.1247, 0.1259, 0.0844, 0.1159, 0.1204, 0.1048, 0.0530, 0.0555, 0.0942, 0.1000, 0.1437, 0.0800]}


Which is most stable? The ranking, best first, is ii), i).


i) {"formula": "C2H2O2", "method": "the ωB97M-V functional and the def2-TZVPD basis", "homo_ev": -8.45, "homo_lumo_gap_ev": 8.70, "symbols": ["C", "C", "O", "O", "H", "H"], "coordinates": [[0.957, -0.353, -0.187], [-1.003, 0.455, -0.252], [1.966, 0.245, -0.014], [-1.857, -0.307, -0.038], [0.678, -1.332, -0.442], [-1.118, 1.539, -0.632]], "lowdin_charge": [-0.0879, -0.1568, 0.0550, 0.0286, 0.0602, 0.1009]}


ii) {"formula": "C2H2O2", "method": "the ωB97M-V functional and the def2-TZVPD basis", "homo_ev": -9.40, "homo_lumo_gap_ev": 9.47, "symbols": ["O", "C", "C", "O", "H", "H"], "coordinates": [[-1.226, -0.643, 1.119], [-0.172, -0.742, 0.590], [-0.154, 0.951, -0.989], [0.496, 0.338, -0.011], [0.460, -1.637, 0.529], [0.564, 1.769, -1.238]], "lowdin_charge": [0.1353, -0.3043, 0.1069, -0.1053, 0.1474, 0.0199]}


iii) {"formula": "C2H2O2", "method": "the ωB97M-V functional and the def2-TZVPD basis", "smiles": "O=C1CO1", "homo_ev": -10.63, "homo_lumo_gap_ev": 11.23, "symbols": ["C", "C", "O", "O", "H", "H"], "coordinates": [[-1.755, 0.069, -0.170], [-0.316, 0.109, -0.090], [-2.842, -0.595, 0.057], [-1.246, 1.246, 0.004], [0.130, -0.189, 0.853], [0.332, 0.151, -0.951]], "lowdin_charge": [-0.4138, 0.0207, 0.0444, 0.1197, 0.1186, 0.1104]}


Which is most stable? The ranking, best first, is iii), i), ii).